Below is a molecular structure, C47H58MoN7SiTe, with properties calculated with ωB97M-V/def2-TZVPD.

Output
* multiplicity: 3
* E_tot: -2833.955931 a.u.
* highest occupied orbital energy (spin up / spin down): -15.123 / -15.710 eV
* HOMO-LUMO gap (spin up / spin down): 6.31 / 6.42 eV
* <S²>: 2.102
* net charge: +3

Structure (XYZ):
```
115
C47H58MoN7SiTe | the Open Molecules 2025 dataset | ωB97M-V/def2-TZVPD
Mo 0.68054 -0.34998 -0.10048
C 3.45575 -0.40172 -1.57857
N 2.91168 -0.29730 -0.20581
C 3.46522 -1.29288 0.74127
C 2.60929 -1.20740 1.95653
N 1.38845 -0.69672 1.89034
C 0.83935 -0.84172 3.17290
C -0.41482 -0.50641 3.68024
C -0.65019 -0.78050 5.01178
C 0.32863 -1.36988 5.82921
C 1.57128 -1.71038 5.33781
C 1.79693 -1.43700 3.99337
N 2.90576 -1.65424 3.17935
C 2.36509 -0.85139 -2.48653
N 1.10942 -0.97264 -2.06826
C 0.39666 -1.51748 -3.15313
C -0.93075 -1.90333 -3.29620
C -1.31958 -2.41790 -4.51543
C -0.41988 -2.55312 -5.58365
C 0.90177 -2.18148 -5.45714
C 1.27909 -1.67039 -4.22175
N 2.51764 -1.24128 -3.75090
H 3.82361 0.57222 -1.90619
H 4.30358 -1.08976 -1.61466
H 3.16178 0.62315 0.15925
H 3.38276 -2.28826 0.29395
H 4.51619 -1.09640 0.97149
H -1.16729 -0.04258 3.05754
H -1.60715 -0.52761 5.44725
H 0.10153 -1.55758 6.86917
H 2.32464 -2.16310 5.96722
H 3.78399 -2.06251 3.46352
H -1.62572 -1.80479 -2.48021
H -2.34645 -2.72756 -4.65704
H -0.77088 -2.95874 -6.52200
H 1.60279 -2.28443 -6.27370
H 3.38317 -1.24159 -4.27111
C 0.77535 4.85562 -1.59045
C 0.28091 3.42640 -1.28793
C 0.82793 2.45833 -2.34565
C -1.24490 3.43702 -1.44039
Si 0.80862 2.86982 0.46661
C 2.67824 3.15506 0.87356
C 2.82181 4.62535 1.35484
C 3.61527 3.06250 -0.34296
C 3.20932 2.22878 1.99966
C -0.32636 3.39824 1.90969
C -0.44675 4.94216 1.81098
C 0.28126 3.03557 3.27277
C -1.75360 2.84485 1.88030
H 0.38239 5.14358 -2.56926
H 1.85658 4.94852 -1.64208
H 0.40249 5.58278 -0.87027
H 0.57402 2.82566 -3.34408
H 0.35835 1.46980 -2.25117
H 1.91232 2.34403 -2.30905
H -1.49357 3.67925 -2.47720
H -1.72661 4.18300 -0.81294
H -1.69244 2.46866 -1.22271
H 2.48070 5.34741 0.61538
H 3.88520 4.81233 1.52467
H 2.31003 4.81767 2.29284
H 3.37939 3.78963 -1.11484
H 3.63271 2.09106 -0.83573
H 4.63663 3.26492 -0.01224
H 3.37296 2.78681 2.92037
H 4.18326 1.80961 1.72592
H 2.53793 1.40920 2.25717
H 0.50460 5.46558 1.74686
H -0.94274 5.28923 2.72103
H -1.06427 5.25283 0.97102
H 1.22696 3.53338 3.47083
H 0.43373 1.96058 3.38366
H -0.41310 3.34733 4.05711
H -2.24140 2.95387 0.91224
H -2.34888 3.39857 2.61101
H -1.78477 1.79644 2.16378
Te -2.00847 -0.32116 -0.01526
C -3.43770 0.73164 -1.12677
C -3.34334 0.78112 -2.51307
C -4.32736 1.45276 -3.22482
C -5.38189 2.05757 -2.55464
C -5.46356 1.99728 -1.17009
C -4.48553 1.33424 -0.44246
C -3.12628 -2.07037 0.34792
C -3.36773 -3.02055 -0.63893
C -4.12565 -4.14251 -0.33517
C -4.63552 -4.31532 0.94503
C -4.39814 -3.36234 1.92512
C -3.64490 -2.23346 1.62857
H -2.51804 0.31502 -3.03598
H -4.27096 1.50205 -4.30372
H -6.14685 2.57821 -3.11428
H -6.28958 2.46691 -0.65395
H -4.54750 1.29029 0.63749
H -2.98635 -2.90031 -1.64104
H -4.32742 -4.87844 -1.10166
H -5.23532 -5.18578 1.17346
H -4.81455 -3.48663 2.91576
H -3.47592 -1.48284 2.39157
N -0.50082 -4.35315 1.29612
C -0.42414 -3.02328 1.23591
N 0.32514 -2.58790 0.23953
C 0.81304 -3.75713 -0.38650
C 1.71468 -3.97830 -1.43311
C 1.99576 -5.28052 -1.79084
C 1.41062 -6.37350 -1.13612
C 0.54224 -6.18420 -0.08549
C 0.27198 -4.86759 0.27178
H -1.04112 -4.87317 1.97020
H -0.93285 -2.39708 1.94715
H 2.19733 -3.17465 -1.96102
H 2.68788 -5.46864 -2.60024
H 1.65536 -7.37677 -1.45460
H 0.10003 -7.01832 0.44144
```

=====

Below is a molecular structure, C47H59AlO4Sb2Si, with properties calculated with ωB97M-V/def2-TZVPD.

Output
* E_tot: -3139.851040 a.u.
* highest occupied orbital energy: -8.106 eV
* HOMO-LUMO gap: 8.67 eV

Structure (XYZ):
```
114
C47H59AlO4Sb2Si | the Open Molecules 2025 dataset | ωB97M-V/def2-TZVPD
Al 0.66373 -0.20442 0.49496
C -2.76025 1.03272 -4.16719
C -3.30177 0.24276 -2.98411
C -4.73927 -0.17542 -3.16785
O -3.20416 0.98537 -1.78557
C -1.88311 0.80335 -1.31163
C -1.53074 -0.65186 -1.75837
O -2.49522 -0.91226 -2.76796
C -1.39297 -1.84365 -0.78229
O -0.37456 -1.51355 0.11641
C -0.86909 -3.08352 -1.55474
C 0.15055 -2.96779 -2.49942
C 0.72526 -4.08684 -3.08318
C 0.29601 -5.35853 -2.72952
C -0.70965 -5.49042 -1.78599
C -1.28325 -4.36542 -1.20710
C -2.67846 -2.19097 -0.03740
C -3.85215 -2.49229 -0.72558
C -4.99715 -2.86840 -0.03894
C -4.97986 -2.98188 1.34590
C -3.80584 -2.71703 2.03398
C -2.66543 -2.32344 1.34554
C -1.70757 1.35082 0.11950
O -0.34963 1.21951 0.45180
C -2.58862 0.70771 1.19204
C -3.92511 0.36636 0.98664
C -4.69399 -0.14149 2.02410
C -4.15200 -0.31370 3.28971
C -2.82589 0.02753 3.50715
C -2.06008 0.53824 2.46779
C -1.98041 2.86924 0.04899
C -0.97672 3.69351 -0.46039
C -1.15662 5.06331 -0.56940
C -2.35487 5.64027 -0.16585
C -3.35737 4.83051 0.34304
C -3.17222 3.45599 0.44855
H -3.35879 1.93077 -4.32185
H -2.79459 0.41710 -5.06605
H -1.72478 1.32976 -3.99486
H -5.35936 0.70476 -3.33904
H -5.08735 -0.69384 -2.27603
H -4.82475 -0.83955 -4.02819
H -1.21477 1.44786 -1.90005
H -0.54611 -0.57873 -2.22846
H 0.53305 -1.99671 -2.78859
H 1.51538 -3.96232 -3.81371
H 0.74341 -6.23421 -3.18192
H -1.05192 -6.47394 -1.48952
H -2.06019 -4.49961 -0.46591
H -3.86096 -2.45177 -1.80600
H -5.90259 -3.09267 -0.58998
H -5.87139 -3.28603 1.87991
H -3.77409 -2.80826 3.11284
H -1.75396 -2.11288 1.88395
H -4.36626 0.48582 0.00865
H -5.72416 -0.41591 1.83344
H -4.75549 -0.71220 4.09532
H -2.38285 -0.10060 4.48742
H -1.02816 0.81097 2.65348
H -0.03176 3.25016 -0.75110
H -0.35907 5.68206 -0.96322
H -2.50165 6.70978 -0.24458
H -4.29425 5.26607 0.66679
H -3.96938 2.84677 0.85658
C 2.96408 1.31449 4.27904
Sb 1.74121 1.70286 2.56285
C 0.64317 3.33028 3.39471
C 3.13463 2.97903 1.48580
C 4.29688 2.25492 0.86337
C 5.27642 1.73634 1.71601
C 6.35503 1.01062 1.24524
C 6.48968 0.80605 -0.12124
C 5.55035 1.34460 -0.98105
C 4.44560 2.06796 -0.52079
C 3.48582 2.60832 -1.54368
Sb 1.96029 1.19063 -2.17451
C 1.36903 2.37604 -3.86405
C 3.28632 -0.08025 -3.27473
H 3.46276 2.22329 4.61667
H 3.70469 0.55247 4.04087
H 2.32182 0.93856 5.07593
H 1.34883 4.08699 3.73648
H 0.03569 2.98992 4.23209
H -0.01219 3.74690 2.62957
H 3.47655 3.68094 2.24876
H 2.53131 3.53242 0.76788
H 5.18057 1.91316 2.78087
H 7.08825 0.61617 1.93662
H 7.32843 0.24660 -0.51463
H 5.67179 1.21244 -2.05060
H 4.01373 2.85255 -2.46656
H 2.96552 3.50488 -1.20818
H 2.26273 2.67634 -4.41114
H 0.83128 3.26159 -3.52417
H 0.71727 1.80322 -4.52321
H 3.94323 0.52425 -3.90050
H 2.70297 -0.74939 -3.90761
H 3.88069 -0.67687 -2.58372
C 4.32428 -2.49364 2.40336
Si 2.57815 -2.38232 1.74058
C 1.39045 -2.13688 3.18549
C 2.12858 -3.97061 0.88000
C 2.45833 -0.96779 0.52016
H 4.45858 -3.37171 3.04108
H 4.59188 -1.60744 2.98572
H 5.03211 -2.56493 1.57291
H 1.18482 -3.08449 3.69010
H 0.42471 -1.75417 2.83396
H 1.77807 -1.43897 3.93216
H 2.24981 -4.82830 1.54690
H 2.75798 -4.13139 0.00043
H 1.08960 -3.94140 0.53914
H 2.62307 -1.41868 -0.46893
H 3.27042 -0.25260 0.69159
```

=====

Below is a molecular structure, C47H59BN9O3S3Zr, with properties calculated with ωB97M-V/def2-TZVPD.

Output
* E_tot: -3810.770841 a.u.
* highest occupied orbital energy: -14.664 eV
* HOMO-LUMO gap: 6.39 eV
* energy above the lowest of the compared OMol25 structures with the same formula, charge and spin: 9.1 kcal/mol
* net charge: +3

Structure (XYZ):
```
123
C47H59BN9O3S3Zr | the Open Molecules 2025 dataset | ωB97M-V/def2-TZVPD
Zr -0.07523 -0.12835 -0.38489
C 0.14935 -4.08974 2.65318
C 0.89309 -2.89655 3.18033
C 1.95190 -3.01620 4.03497
C 2.65449 -1.87801 4.49498
N 2.33085 -0.68764 4.05929
N 1.28525 -0.57292 3.23497
B 1.01625 0.88090 2.84918
N 1.85643 1.53079 1.73213
N 2.17005 1.87629 3.00224
C 3.05418 2.77437 3.32455
C 3.74388 3.34150 2.21333
C 3.46210 3.01410 0.92176
C 4.19020 3.63582 -0.22723
C 2.40684 2.05167 0.64657
S 1.91238 1.66441 -0.92059
C 3.30551 3.16940 4.75800
C 2.41536 2.37414 5.71017
C 4.79016 2.91413 5.07693
C 2.98826 4.67215 4.88110
N -0.37247 1.37797 3.20103
N -0.56355 1.07730 4.49843
C -1.64705 1.50598 5.07752
C -2.55877 2.32293 4.35416
C -2.37146 2.59947 3.03355
C -3.31792 3.46421 2.25432
C -1.22753 2.02402 2.40521
S -0.96017 2.15281 0.69988
C -1.87659 1.14310 6.53488
C -0.81489 0.16141 7.03203
C -1.81181 2.43661 7.36593
C -3.26711 0.50272 6.66510
C 0.52465 -1.58341 2.79236
S -0.88887 -1.30793 1.81935
C 3.77923 -1.93951 5.52557
C 4.95531 -1.06763 5.06814
C 3.20712 -1.39516 6.84798
C 4.26834 -3.37361 5.74355
H 0.62247 -5.01386 2.98070
H -0.88721 -4.08754 2.99628
H 0.12145 -4.06829 1.56299
H 2.27049 -4.00229 4.34938
H 4.51918 4.07037 2.41263
H 4.96333 4.31819 0.11807
H 4.64479 2.86481 -0.85492
H 3.48887 4.18163 -0.86326
H 2.57042 1.29580 5.60095
H 2.65398 2.65400 6.73744
H 1.35528 2.59114 5.54286
H 5.06104 1.86402 4.93888
H 5.45263 3.52792 4.46266
H 4.97296 3.17713 6.11976
H 1.93509 4.87987 4.66875
H 3.19646 4.98727 5.90479
H 3.60413 5.28269 4.21734
H -3.41886 2.73827 4.86785
H -4.15278 3.77917 2.87749
H -2.80295 4.35414 1.88277
H -3.70403 2.93885 1.37936
H 0.18869 0.59318 6.98273
H -1.02771 -0.09502 8.07090
H -0.81910 -0.76106 6.44335
H -0.83971 2.92697 7.26053
H -2.59140 3.14780 7.07983
H -1.95706 2.19760 8.42101
H -3.34434 -0.40592 6.06128
H -3.43907 0.22996 7.70714
H -4.06971 1.18442 6.37242
H 4.62321 -0.06198 4.80324
H 5.68581 -0.98772 5.87493
H 5.45762 -1.50933 4.20232
H 2.80650 -0.38576 6.72257
H 2.40838 -2.03885 7.22738
H 3.99726 -1.36153 7.60054
H 4.64648 -3.82326 4.82039
H 5.09080 -3.35822 6.46033
H 3.49297 -4.01945 6.16356
C -3.48377 -0.28402 0.15484
O -2.32571 -0.67565 -0.62464
C -2.55232 -1.66040 -1.59986
C -3.81832 -2.00994 -2.02440
C -3.95421 -3.01089 -2.97846
C -2.83689 -3.65031 -3.49386
C -1.57096 -3.28204 -3.06881
C -1.42322 -2.27375 -2.13087
N -0.15854 -1.82131 -1.64570
N 0.87758 -2.22574 -2.28615
C 2.14345 -1.99422 -1.87506
C 2.49031 -1.49209 -0.58830
O 1.55286 -1.02392 0.20903
C 3.81505 -1.55037 -0.14070
C 4.79401 -2.01820 -0.97036
C 4.52818 -2.47408 -2.28936
C 5.57223 -2.93210 -3.11865
C 5.30214 -3.37881 -4.38311
C 3.97801 -3.37894 -4.84955
C 2.94364 -2.93369 -4.05842
C 3.19968 -2.47567 -2.75998
H -3.98459 -1.17461 0.52343
H -3.11453 0.30792 0.97951
H -4.15582 0.30978 -0.45963
H -4.70265 -1.53529 -1.62206
H -4.94620 -3.29547 -3.30544
H -2.95168 -4.44453 -4.21999
H -0.68557 -3.77168 -3.45185
H 4.03320 -1.21037 0.86566
H 5.81992 -2.04584 -0.61565
H 6.58906 -2.92814 -2.74008
H 6.10170 -3.73149 -5.02116
H 3.76716 -3.73568 -5.85009
H 1.92977 -2.93592 -4.43510
C -2.46138 2.02069 -5.02071
N -1.33929 1.56644 -4.17031
C 0.01680 1.42193 -4.73361
C -1.55233 1.25362 -2.93079
O -0.63153 0.82814 -2.17084
H -2.05549 2.51747 -5.89450
H -3.08136 2.72986 -4.47834
H -3.06430 1.17579 -5.34552
H 0.00518 1.76629 -5.76068
H 0.32846 0.37976 -4.70603
H 0.72236 2.01691 -4.15935
H -2.56497 1.37973 -2.55521
```

=====

Below is a molecular structure, C47H60N7OSe3Ti, with properties calculated with ωB97M-V/def2-TZVPD.

Output
* E_tot: -10339.156796 a.u.
* highest occupied orbital energy: -9.223 eV
* HOMO-LUMO gap: 5.52 eV
* energy above the lowest of the compared OMol25 structures with the same formula, charge and spin: 0.0 kcal/mol
* net charge: +1

Structure (XYZ):
```
119
C47H60N7OSe3Ti | the Open Molecules 2025 dataset | ωB97M-V/def2-TZVPD
Ti -0.23485 0.08486 -0.31621
C -4.29160 4.82036 1.23136
C -2.91356 4.89603 0.59829
C -2.49057 3.65048 -0.12864
C -2.63522 3.40990 -1.44294
C -3.07050 4.35310 -2.52787
C -1.89265 4.90143 -3.31424
C -2.09847 2.06370 -1.64972
N -1.64537 1.55255 -0.45035
C -1.88148 2.48836 0.49798
C -1.60070 2.39645 1.85026
C -1.04566 1.26938 2.44304
C -0.85391 1.15309 3.88231
C -1.40127 2.10945 4.88440
C -2.87591 1.92877 5.19825
C -0.17109 0.00442 4.08816
C -0.01664 -0.60953 2.77288
C 0.61087 -1.79765 2.55289
C 0.61289 -2.49845 1.35636
N 0.06427 -2.00362 0.19451
C 0.09797 -3.08011 -0.66009
C -0.34633 -3.02308 -1.95824
C -0.89711 -1.94725 -2.61458
N -1.19738 -0.72297 -2.02655
C -1.62503 0.08767 -3.02814
C -2.07683 1.41737 -2.84140
C -1.65003 -0.63413 -4.28900
C -1.17755 -1.90868 -4.01893
C -1.01172 -3.03920 -4.99505
C -2.04519 -4.15677 -4.82904
C -2.15215 -0.10908 -5.58718
C -3.62511 -0.46258 -5.81960
C 0.75702 -4.21715 -0.04034
C 1.08047 -3.82844 1.23807
C 1.61047 -4.64406 2.36921
C 0.50433 -5.38682 3.13880
C 1.03211 -5.54644 -0.69921
C 2.32677 -5.45826 -1.51716
N -0.59217 0.17755 1.78643
C 0.31883 -0.60332 5.37870
C -0.66039 -1.51694 6.09848
H -4.47901 5.69905 1.85935
H -5.02166 4.79676 0.43800
H -4.37840 3.92251 1.82220
H -2.88736 5.75319 -0.05290
H -2.15659 5.07091 1.36913
H -3.73903 3.75816 -3.17744
H -3.69488 5.15514 -2.10337
H -1.27127 4.08578 -3.73718
H -2.25113 5.48174 -4.16280
H -1.20885 5.47877 -2.68211
H -1.90980 3.18419 2.49647
H -0.86077 1.93261 5.79791
H -1.20129 3.14371 4.59673
H -3.06377 0.92108 5.60465
H -3.25523 2.65570 5.94039
H -3.48860 2.04762 4.30407
H 1.03312 -2.35654 3.39217
H -0.23621 -3.93554 -2.54011
H -2.49212 1.92417 -3.68286
H -1.08510 -2.65598 -6.00907
H -0.01336 -3.46748 -4.87726
H -3.01498 -3.77025 -5.08302
H -1.85978 -5.02016 -5.48371
H -2.03109 -4.48466 -3.80048
H -1.93579 0.96192 -5.68667
H -1.54309 -0.57634 -6.38304
H -4.24062 -0.04301 -5.01664
H -4.00144 -0.02389 -6.77258
H -3.78534 -1.52325 -5.80576
H 2.35864 -5.33467 1.98931
H 2.18182 -4.01174 3.04726
H -0.04987 -6.04336 2.46292
H 0.98370 -5.93863 3.93887
H -0.15344 -4.60367 3.59547
H 1.12156 -6.31608 0.05274
H 0.22072 -5.86903 -1.34693
H 3.17825 -5.16708 -0.89783
H 2.55542 -6.41919 -1.92927
H 2.22159 -4.75376 -2.31629
H 1.26172 -1.13791 5.16530
H 0.61865 0.21294 6.06864
H -0.95552 -2.37235 5.49993
H -0.20285 -1.88344 7.02108
H -1.54853 -0.93779 6.38311
C 2.35673 4.33546 4.23931
Se 2.58795 3.07342 2.74980
C 3.10512 1.57853 3.89619
C 4.30761 0.79170 3.41900
Se 4.03274 -0.33471 1.82019
C 4.71467 0.89385 0.46698
H 1.61449 3.96772 4.95005
H 2.01753 5.25015 3.75377
H 3.27891 4.49967 4.74550
H 2.23494 0.89329 3.99552
H 3.33970 1.96994 4.89166
H 4.52731 0.12107 4.21088
H 5.14753 1.47027 3.25086
H 5.77037 1.07237 0.66455
H 4.24240 1.85506 0.42529
H 4.64758 0.40334 -0.49161
Se 1.94817 1.25882 -5.37459
N 3.04412 -0.13078 -5.21748
C 2.84092 -0.68235 -4.04672
C 3.63300 -1.75215 -3.52720
C 3.47995 -2.08866 -2.23573
C 2.44641 -1.44627 -1.48536
N 1.60935 -0.53546 -1.90147
C 1.82745 -0.07449 -3.18927
N 1.19332 0.94706 -3.72790
H 4.38508 -2.24227 -4.14965
H 4.06093 -2.83665 -1.68981
H 2.34418 -1.78297 -0.44965
C 1.11233 3.06645 -1.34567
C 0.86004 1.74392 -0.70915
O 1.27819 1.35880 0.37139
H 2.16290 3.34974 -1.30235
H 0.56947 3.79811 -0.74705
H 0.72065 3.09748 -2.36455
```

=====

> What is the formula in the third record?

C47H59BN9O3S3Zr

=====

> Among the records above, which one has the lowest E_tot?

C47H60N7OSe3Ti